# 1
Computed, not measured: 2 unconnected molecules or ions with the total composition C4H6ClNO, with ωB97M-V/def2-TZVPD.

```
13
Properties=species:S:1:pos:R:3
C 1.3779 0.5250 0.9619
C -1.1288 -0.1840 -2.4461
C 0.7605 -0.1845 1.9003
C -1.3549 -0.5426 -1.2165
N 2.3090 0.9894 0.3014
O 0.2177 0.2670 2.9901
Cl -1.1058 -2.2081 -0.6766
H -1.6546 0.7285 -2.5879
H -0.7421 -0.9293 -3.2427
H 2.0720 1.6224 -0.4754
H 0.4100 -1.1588 1.6237
H -1.8470 0.0612 -0.5292
H 0.6862 1.0138 3.3969
```

Computed properties:
- E: -746.080282 Eh
- Maximum force: 0.0767 Eh/bohr
- Energy relative to the best compared isomer or geometry (same formula, charge and spin): 385.9 kJ/mol
- Structure (SMILES): N=C=CO.C=CCl
- Charge: 0

Charges obtained by natural (NBO) population analysis, quoted in units of e:
1 C 0.26
2 C -0.43
3 C -0.04
4 C -0.17
5 N -0.61
6 O -0.66
7 Cl -0.05
8 H 0.22
9 H 0.23
10 H 0.36
11 H 0.21
12 H 0.21
13 H 0.48


# 2
Computed, not measured: 8 unconnected molecules or ions with the total composition C33H52BN7O, with ωB97M-V/def2-TZVPD.

```
94
Properties=species:S:1:pos:R:3
C 0.8153 2.1173 -1.4548
C 1.6333 0.8363 -1.2668
C 3.1083 1.2193 -0.8508
C 3.7863 0.2273 -0.0938
C 2.7623 0.0973 1.2042
C 1.3963 -0.6667 0.7482
N 0.8823 0.0473 -0.2928
O -0.3567 -0.1537 -0.5128
C 0.4133 -0.6707 2.1182
C 1.6293 -2.0487 0.3682
C 1.5363 -0.0287 -2.6318
H 1.3863 2.9753 -2.0288
H 0.6023 2.6473 -0.6228
H -0.1627 2.0333 -1.9358
H 2.8003 2.1833 -0.2238
H 3.4243 1.2123 -1.7848
H 4.7493 0.4663 0.3522
H 4.0253 -0.7747 -0.6078
H 2.3963 0.8753 1.7902
H 3.2883 -0.2947 2.0162
H -0.2197 -1.3507 2.0902
H -0.0887 0.2093 2.0992
H 1.0513 -0.8357 2.9522
H 0.6983 -2.4287 0.0462
H 1.8983 -2.4217 1.2862
H 2.6133 -2.0237 -0.2358
H 2.0953 -0.8027 -2.2008
H 2.0973 0.2793 -3.3668
H 0.5393 -0.3887 -2.9738
B 6.0373 -2.5717 -0.8708
H 6.9133 -3.3247 -0.8078
H 5.0753 -3.2397 -0.2608
H 6.4133 -1.4917 -0.2548
H 5.6213 -2.1247 -1.9128
N 3.5303 0.9323 4.4062
C 2.3583 0.8053 5.1442
C 1.3453 1.9353 4.6642
C 2.4153 2.8063 4.0502
C 3.7633 2.0973 3.8242
H 4.3863 0.3953 4.4032
H 2.1113 0.0623 6.0082
H 0.3523 2.3683 5.0042
H 2.3743 3.7193 3.5242
H 4.7683 2.3443 3.2972
N -0.4487 -4.9217 1.8742
C -1.8157 -4.7107 1.4772
C -2.4317 -3.8137 2.4122
C -1.3947 -3.4257 3.4012
C -0.0727 -4.0727 2.8982
H -0.0007 -5.8047 1.4512
H -2.1207 -5.3157 0.5582
H -3.3047 -3.5657 2.5522
H -1.6367 -2.7787 4.1472
H 0.8613 -4.0767 3.1212
N -5.7007 -1.3417 -0.3608
C -4.5097 -1.6867 -1.1158
C -3.3707 -1.4627 -0.1208
C -3.9887 -1.1537 1.1622
C -5.5087 -0.8837 0.9042
H -6.6067 -1.4357 -0.6568
H -4.3127 -2.0337 -2.0558
H -2.3937 -1.7987 -0.1478
H -3.5527 -1.0577 2.1062
H -6.2127 -0.4817 1.6162
N -1.2387 -3.3077 -5.0528
C -1.8767 -2.0747 -4.9918
C -1.7037 -1.5797 -3.4888
C -0.8967 -2.7277 -2.8518
C -0.5307 -3.6777 -3.9228
H -1.2327 -3.7627 -6.0358
H -2.2637 -1.6727 -5.8708
H -2.0047 -0.5067 -3.1778
H -0.7467 -2.8877 -1.7758
H -0.0937 -4.6107 -3.7878
N -1.5707 4.6423 1.7092
C -1.4677 3.2293 1.9042
C -2.8207 2.7123 2.3442
C -3.6967 3.9583 2.5012
C -2.8237 5.1403 2.1432
H -0.8467 5.2733 1.5532
H -0.5307 2.9783 1.6072
H -3.0617 1.6463 2.4262
H -4.8197 4.0443 2.6762
H -2.9677 6.1743 1.8802
N -2.2357 3.2943 -3.3398
C -1.5637 4.4983 -3.1928
C -0.3977 4.4553 -4.1618
C -0.3577 3.1163 -4.8128
C -1.5807 2.3693 -4.1498
H -2.9367 3.0693 -2.7948
H -1.9567 5.2703 -2.6558
H 0.2763 5.3163 -4.4218
H 0.2693 2.7633 -5.6358
H -2.0667 1.4323 -4.0568
```

Computed properties:
- E: -1771.088465 Eh
- Maximum force: 0.2514 Eh/bohr
- Energy relative to the best compared isomer or geometry (same formula, charge and spin): 395.6 kJ/mol
- Charge: 0

Charges obtained by Löwdin population analysis, quoted in units of e:
1 C -0.03
2 C -0.36
3 C -0.14
4 C -0.13
5 C -0.04
6 C -0.42
7 N 0.01
8 O 0.16
9 C 0.10
10 C 0.03
11 C 0.08
12 H 0.15
13 H 0.02
14 H 0.07
15 H 0.18
16 H 0.08
17 H 0.11
18 H 0.10
19 H 0.06
20 H 0.08
21 H -0.04
22 H 0.05
23 H 0.09
24 H 0.08
25 H 0.07
26 H 0.12
27 H 0.07
28 H 0.04
29 H 0.08
30 B -0.50
31 H -0.12
32 H -0.06
33 H -0.07
34 H -0.10
35 N -0.09
36 C -0.11
37 C -0.03
38 C -0.12
39 C -0.14
40 H 0.15
41 H 0.12
42 H 0.09
43 H 0.03
44 H 0.15
45 N -0.04
46 C -0.10
47 C -0.08
48 C -0.01
49 C -0.07
50 H 0.18
51 H 0.12
52 H -0.02
53 H 0.04
54 H 0.02
55 N -0.03
56 C -0.02
57 C -0.08
58 C -0.08
59 C -0.08
60 H 0.10
61 H 0.04
62 H 0.02
63 H 0.04
64 H 0.09
65 N -0.06
66 C -0.08
67 C -0.06
68 C -0.09
69 C -0.11
70 H 0.19
71 H 0.06
72 H 0.07
73 H 0.06
74 H 0.07
75 N -0.03
76 C -0.09
77 C -0.05
78 C -0.07
79 C -0.11
80 H 0.10
81 H 0.03
82 H 0.05
83 H 0.09
84 H 0.08
85 N -0.01
86 C -0.08
87 C -0.09
88 C -0.05
89 C -0.07
90 H 0.07
91 H 0.06
92 H 0.09
93 H 0.07
94 H 0.06